[1]
{
  "formula": "C17H18BClCrN6O2",
  "method": "ωB97M-V with the def2-TZVPD basis set",
  "s2": 6.014,
  "fmax_ev_per_a": 4.372,
  "spin_multiplicity": 5,
  "e_tot_ev": -72579.6126,
  "species": ["Cr", "Cl", "O", "O", "N", "N", "N", "N", "N", "N", "C", "C", "C", "C", "C", "C", "C", "C", "C", "C", "C", "C", "C", "C", "C", "C", "C", "B", "H", "H", "H", "H", "H", "H", "H", "H", "H", "H", "H", "H", "H", "H", "H", "H", "H", "H"],
  "coordinates": [[0.22, 0.81, -0.26], [0.48, -6.47, 5.06], [-1.89, -1.63, 1.04], [0.33, -1.17, 0.86], [1.34, 1.09, -2.91], [0.53, 2.69, -0.62], [1.42, 0.36, -1.74], [-1.08, 1.55, -2.73], [-1.25, 0.83, -1.56], [0.52, 3.14, -1.93], [3.09, -0.23, -3.09], [0.83, 3.77, 0.16], [2.45, -0.51, -1.89], [-3.18, 0.87, -2.70], [2.38, 0.80, -3.69], [-1.42, -3.69, 2.89], [0.99, 4.89, -0.68], [-0.97, 0.73, 3.40], [-0.68, -1.84, 1.31], [0.79, 4.44, -1.98], [0.96, -3.29, 2.66], [-1.16, -4.76, 3.75], [-0.36, -2.97, 2.31], [-2.51, 0.33, -1.59], [0.16, -5.12, 4.03], [1.23, -4.36, 3.51], [-2.24, 1.65, -3.37], [0.27, 2.19, -3.08], [-0.99, 1.79, 3.65], [1.21, 5.90, -0.38], [-2.31, 2.29, -4.26], [2.25, -4.63, 3.78], [-0.07, 0.51, 2.81], [-1.84, 0.45, 2.80], [-4.20, 0.71, -2.99], [1.79, -2.70, 2.27], [2.61, -1.28, -1.14], [-0.95, 0.11, 4.30], [0.82, 4.93, -2.95], [0.89, 3.63, 1.22], [3.97, -0.72, -3.49], [-2.83, -0.40, -0.85], [2.53, 1.37, -4.60], [-1.99, -5.32, 4.18], [0.28, 2.67, -4.19], [-2.44, -3.40, 2.68]]
}

***

[2]
{
  "formula": "C17H18BaF3N5O3S2",
  "method": "ωB97M-V with the def2-TZVPD basis set",
  "total_charge": -2,
  "fmax_ev_per_a": 5.580,
  "relative_energy_kcal_mol": 60.5,
  "species": ["Ba", "S", "S", "F", "F", "F", "O", "O", "O", "N", "N", "N", "N", "N", "C", "C", "C", "C", "C", "C", "C", "C", "C", "C", "C", "C", "C", "C", "C", "C", "C", "H", "H", "H", "H", "H", "H", "H", "H", "H", "H", "H", "H", "H", "H", "H", "H", "H", "H"],
  "coordinates": [[0.66, -0.77, -0.86], [1.56, -0.46, -3.53], [3.26, -1.29, 0.80], [0.78, -0.88, -6.00], [-0.28, -2.03, -4.51], [1.73, -2.58, -5.07], [2.05, -1.43, -2.56], [2.56, 0.34, -4.18], [0.36, 0.26, -3.11], [3.06, 1.47, 0.47], [1.83, 1.36, -0.08], [-0.56, -1.66, 0.89], [4.79, 0.70, 1.66], [-0.76, 1.45, -0.79], [-1.86, 3.53, -2.21], [-2.65, 2.45, -1.87], [0.91, -1.55, -4.85], [-2.06, -1.50, 4.28], [-2.20, -3.13, 2.01], [2.39, 3.55, -0.99], [-2.26, -4.00, 0.79], [-1.28, -1.18, 3.19], [-2.97, -3.41, 3.13], [-2.93, -2.61, 4.30], [1.46, 2.41, -0.73], [-2.04, 1.44, -1.14], [0.02, 2.48, -1.15], [-1.29, -1.97, 1.95], [3.64, 0.36, 0.95], [-0.52, 3.55, -1.84], [-0.36, 0.00, 3.20], [-2.61, -3.44, -0.08], [-2.93, -4.86, 0.96], [0.68, -0.29, 2.99], [-3.62, -4.28, 3.11], [-1.26, -4.36, 0.51], [-2.00, -0.86, 5.17], [-2.60, 0.56, -0.80], [-0.40, 0.53, 4.17], [3.39, 3.16, -1.14], [0.10, 4.39, -2.11], [-3.69, 2.39, -2.13], [-0.61, 0.71, 2.40], [2.09, 4.14, -1.85], [5.05, -0.03, 2.31], [4.73, 1.62, 2.07], [-2.28, 4.35, -2.77], [2.45, 4.22, -0.12], [-3.54, -2.85, 5.16]]
}

***

[3]
{
  "formula": "C17H18Br2N8O3SSeZn",
  "method": "ωB97M-V with the def2-TZVPD basis set",
  "fmax_ev_per_a": 1.497,
  "relative_energy_kcal_mol": 12.6,
  "species": ["Br", "Br", "Se", "Zn", "S", "O", "O", "O", "N", "N", "N", "N", "N", "N", "N", "N", "C", "C", "C", "C", "C", "C", "C", "C", "C", "C", "C", "C", "C", "C", "C", "C", "C", "H", "H", "H", "H", "H", "H", "H", "H", "H", "H", "H", "H", "H", "H", "H", "H", "H", "H"],
  "coordinates": [[-3.37, -4.48, -1.67], [-2.41, -3.72, 1.42], [-5.45, 0.98, -1.43], [-1.78, -1.16, 0.20], [1.27, -0.96, 1.68], [1.61, -1.28, 3.04], [1.62, -1.91, 0.66], [-0.68, -2.48, -1.03], [-2.34, 0.24, 1.82], [0.88, -1.81, -2.54], [-0.56, 1.94, -1.97], [-0.57, -0.28, -1.47], [-0.34, -0.72, 1.51], [-3.46, -0.99, -0.68], [3.93, 4.06, -0.10], [-0.56, 0.88, 3.27], [-4.26, -0.20, -0.98], [1.40, -0.80, -3.27], [2.64, 2.87, 1.56], [-1.40, 1.72, 3.86], [-0.14, -1.55, -1.64], [-2.72, 1.90, 3.46], [-3.15, 1.10, 2.41], [2.05, 1.70, 2.01], [3.32, 1.75, -0.47], [-3.52, -4.82, 0.21], [2.07, 0.57, 1.20], [-0.07, 0.71, -2.19], [1.35, -3.19, -2.63], [2.71, 0.60, -0.02], [0.95, 0.47, -3.15], [-1.05, 0.15, 2.26], [3.29, 2.91, 0.32], [-3.21, -5.84, 0.37], [2.19, -1.07, -3.96], [2.62, 3.76, 2.18], [-0.35, 2.68, -2.61], [1.57, 1.65, 2.97], [2.21, -3.23, -3.29], [3.84, 1.77, -1.42], [3.77, 4.91, 0.41], [-3.37, 2.61, 3.94], [0.55, -3.83, -3.01], [1.63, -3.52, -1.63], [-1.37, 2.03, -1.38], [-0.99, 2.29, 4.68], [-4.16, 1.16, 2.02], [4.22, 4.13, -1.05], [1.37, 1.27, -3.74], [2.74, -0.31, -0.61], [-4.54, -4.66, 0.50]]
}